[1]
{"formula": "C4H5N2", "method": "ωB97M-V/def2-TZVPD", "species": ["C", "C", "C", "C", "N", "N", "H", "H", "H", "H", "H"], "positions_angstrom": [[-0.69967, 1.65949, 0.38946], [0.43585, 1.02103, 0.93579], [-0.74663, 0.76594, -0.58830], [0.20035, -0.23990, -0.78637], [0.95113, -0.03681, 0.37227], [-0.40795, -1.95241, -0.65135], [-1.25649, 2.38126, 0.80750], [0.83070, 1.22865, 1.89554], [0.77053, -0.18705, -1.65529], [0.39957, -2.53108, -1.02425], [-0.47740, -2.10912, 0.30500]], "lumo_energy_ev": [-8.358, -8.360], "total_energy_ev": -7194.62883, "homo_lumo_gap_ev": [6.86, 6.85], "charge": 1, "spin_multiplicity": 1, "de_lowest_kj_mol": 571.5}

[2]
{"formula": "C4H5N2", "method": "ωB97M-V/def2-TZVPD", "species": ["N", "C", "C", "C", "C", "N", "H", "H", "H", "H", "H"], "positions_angstrom": [[0.97579, 0.11465, 0.74308], [0.10476, -0.16362, -0.19085], [-1.24779, 0.41568, -0.69618], [-1.69468, -0.59668, -1.58860], [-0.98484, -1.66130, -1.58233], [0.25393, -1.51959, -1.02749], [1.15259, 1.01285, 1.21610], [1.79371, -0.53250, 0.93030], [-1.07013, 1.18886, -1.48299], [-1.92255, 0.73853, 0.15572], [0.80852, -2.17999, -0.50800]], "lumo_energy_ev": [-6.272, -6.273], "total_energy_ev": -7195.67644, "homo_lumo_gap_ev": [7.44, 7.45], "charge": 1, "spin_multiplicity": 1, "de_lowest_kj_mol": 470.4, "smiles": "[NH2+]=C1CC#CN1"}